Record 1
The following is a quantum chemistry calculation of a molecular structure, C25H32F5Ge2N4STi, from OMol25.

CARTESIAN COORDINATES (ANGSTROEM)
Ti 0.612 -0.325 0.523
C -1.847 -2.459 3.283
C -1.214 -1.243 2.567
Ge -1.768 -1.547 0.674
C -3.237 -0.387 0.117
C -4.546 -1.097 0.515
C -1.962 -3.360 0.107
C -1.103 -3.814 -0.821
Ge -0.041 -2.313 -1.442
C 1.906 -2.011 -1.304
C 2.519 -3.317 -1.882
C -0.862 -1.355 -2.923
C -0.746 -2.175 -4.226
C -1.057 -5.151 -1.417
C -1.778 -6.213 -0.860
C -1.746 -7.460 -1.455
C -0.996 -7.666 -2.609
C -0.269 -6.625 -3.168
C -0.301 -5.378 -2.566
H -1.729 -2.323 4.358
H -1.351 -3.385 2.998
H -2.914 -2.558 3.082
H -0.152 -1.202 2.817
H -1.668 -0.296 2.868
H -3.193 -0.226 -0.960
H -3.174 0.592 0.600
H -4.674 -2.030 -0.032
H -5.392 -0.455 0.272
H -4.602 -1.308 1.584
H -2.774 -3.980 0.476
H 2.338 -1.851 -0.315
H 2.142 -1.144 -1.920
H 2.291 -4.184 -1.264
H 3.599 -3.176 -1.901
H 2.194 -3.509 -2.903
H -0.385 -0.383 -3.056
H -1.911 -1.189 -2.677
H 0.290 -2.401 -4.486
H -1.160 -1.591 -5.047
H -1.304 -3.108 -4.168
H -2.354 -6.078 0.046
H -2.303 -8.277 -1.020
H -0.976 -8.646 -3.068
H 0.315 -6.782 -4.064
H 0.264 -4.572 -3.027
C 0.143 4.326 2.924
C 0.699 3.899 1.621
N 1.435 4.598 0.818
N 1.709 3.790 -0.247
C 1.161 2.601 -0.134
S 1.126 1.233 -1.189
N 0.507 2.644 1.044
N -0.176 1.505 1.513
H 0.483 5.340 3.125
H 0.497 3.681 3.731
H -0.948 4.325 2.906
H 2.275 4.146 -1.010
H -0.017 1.442 2.523
H -1.177 1.655 1.355
F 2.579 1.288 2.082
C 2.803 -0.012 2.390
C 2.000 -0.987 1.801
C 2.250 -2.304 2.185
F 1.500 -3.276 1.646
C 3.241 -2.643 3.080
F 3.456 -3.891 3.423
C 4.030 -1.626 3.631
F 4.967 -1.929 4.477
C 3.812 -0.290 3.287
F 4.541 0.662 3.822

Computed properties:
- charge = +3
- energy above the lowest of the compared OMol25 structures with the same formula, charge and spin (kJ/mol) = 30.07
- electronic energy (eV) = -192943.4135
- HOMO-LUMO gap (alpha / beta) (eV) = 4.95 / 4.92

***

Record 2
The following is a quantum chemistry calculation of a gas-phase ion, C25H32FN4O3S2 (charge +1) at a distorted geometry, from OMol25.

CARTESIAN COORDINATES (ANGSTROEM)
C 4.429 -3.478 3.061
C 4.837 -3.007 1.555
C 3.946 -1.768 1.083
C 3.503 -0.685 2.110
C 2.585 0.553 1.769
C 2.307 1.490 3.028
C 2.058 0.747 0.312
C 1.092 1.943 -0.068
C 0.563 3.061 0.929
C -0.614 2.603 1.918
C -2.107 2.728 1.364
S -2.823 0.990 1.257
C -4.573 0.987 1.841
S -5.276 2.217 2.750
N -5.437 -0.159 1.467
C -4.746 -1.474 1.621
C -4.154 -2.095 0.260
O -5.103 -2.189 -0.833
C -6.283 -1.375 -0.614
C -5.976 0.051 0.082
N 0.645 2.038 -1.461
C -0.297 3.056 -2.003
C 0.598 4.183 -2.767
O 0.143 4.906 -3.696
C 1.111 1.094 -2.503
O 0.684 1.262 -3.885
C -0.434 0.402 -4.134
N -1.513 -0.137 -4.006
C 2.051 -0.092 -2.229
C 2.460 -1.022 -3.494
C 1.508 -2.341 -3.529
F 0.588 -2.380 -2.412
C 2.548 -0.330 -0.757
C 3.455 -1.545 -0.408
N 3.902 -2.597 -1.354
H 4.898 -2.810 3.874
H 4.776 -4.561 3.255
H 3.287 -3.425 3.232
H 5.941 -2.699 1.597
H 4.655 -3.919 0.888
H 3.888 -0.844 3.188
H 2.914 1.116 3.945
H 2.685 2.578 2.898
H 1.214 1.456 3.409
H 1.501 3.455 1.487
H 0.190 4.033 0.418
H -0.576 3.183 2.921
H -0.437 1.481 2.156
H -2.748 3.365 2.091
H -2.237 3.196 0.335
H -5.528 -2.222 2.024
H -3.914 -1.426 2.409
H -3.802 -3.168 0.512
H -3.220 -1.536 -0.129
H -7.042 -2.008 -0.032
H -6.741 -1.124 -1.643
H -5.220 0.658 -0.528
H -6.967 0.635 0.194
H -0.935 3.605 -1.239
H -1.065 2.626 -2.758
H 1.681 4.316 -2.406
H 2.316 -0.500 -4.498
H 3.583 -1.300 -3.450
H 2.104 -3.318 -3.650
H 0.845 -2.257 -4.475
H 3.361 -3.444 -1.072
H 4.914 -2.779 -1.211

Computed properties:
- charge = +1
- energy above the lowest of the compared OMol25 structures with the same formula, charge and spin (kJ/mol) = 1438.54
- electronic energy (eV) = -62915.0763
- HOMO-LUMO gap (eV) = 5.87

***

Record 3
The following is a quantum chemistry calculation of a molecular structure, C25H32FNO3SiSn at a distorted geometry, from OMol25.

CARTESIAN COORDINATES (ANGSTROEM)
C 4.139 1.790 1.776
O 4.636 0.401 1.712
C 4.490 -0.119 0.314
C 2.907 -0.314 -0.030
C 2.581 -1.805 -0.567
C 1.948 -1.858 -2.036
C 0.377 -2.186 -2.075
C -0.407 -1.640 -0.789
C -0.741 -2.648 0.379
C -0.393 -4.210 0.340
C -1.451 -4.997 -0.622
F 0.970 -4.507 -0.024
C -1.453 -2.149 1.656
C -1.838 -0.654 1.803
C -1.527 0.312 0.628
C -1.966 1.840 0.901
C -0.998 2.928 1.437
C -1.424 4.390 1.725
C -2.931 4.760 1.466
C -3.911 3.670 0.915
C -3.473 2.212 0.638
C -0.812 -0.141 -0.715
Si -0.559 1.223 -2.017
C 0.080 0.700 -3.731
C -2.157 2.279 -2.374
C 0.728 2.518 -1.331
C -2.511 -0.418 3.230
O -2.749 0.643 3.826
N -2.750 -1.834 3.674
C -1.892 -2.870 3.005
O -1.621 -3.976 3.502
H 4.884 2.457 2.334
H 3.164 1.778 2.411
H 3.841 2.211 0.747
H 5.015 0.587 -0.412
H 5.048 -1.133 0.323
H 2.500 0.498 -0.719
H 2.375 -0.199 1.003
H 1.974 -2.322 0.248
H 3.586 -2.380 -0.622
H 2.472 -2.731 -2.585
H 2.262 -0.913 -2.588
H -0.133 -1.913 -3.074
H 0.309 -3.342 -2.050
H -0.558 -4.661 1.386
H -0.968 -5.400 -1.571
H -2.309 -4.258 -0.832
H -1.939 -5.862 -0.031
H 0.103 2.667 1.655
H -0.704 5.171 2.140
H -3.321 5.808 1.667
H -4.998 3.945 0.694
H -4.186 1.398 0.249
H 1.221 0.513 -3.793
H -0.090 1.609 -4.431
H -0.519 -0.152 -4.235
H -2.154 2.580 -3.488
H -3.060 1.585 -2.174
H -2.210 3.211 -1.713
H 0.139 3.464 -1.019
H 1.290 2.145 -0.409
H 1.429 2.880 -2.178
H -3.652 -2.007 3.172
Sn 3.895 -0.574 3.276

Computed properties:
- charge = +2
- electronic energy (eV) = -50473.9085
- HOMO-LUMO gap (eV) = 2.02

***

Record 4
The following is a quantum chemistry calculation of a single C25H32N2O7 molecule, from OMol25.

CARTESIAN COORDINATES (ANGSTROEM)
C -4.007 -3.071 -0.772
C -4.434 -1.962 -1.723
H -5.466 -1.663 -1.513
H -4.343 -2.282 -2.764
O -3.589 -0.821 -1.602
C -3.928 0.081 -0.656
O -4.900 -0.047 0.051
C -3.003 1.211 -0.616
C -2.248 1.727 -1.650
N -1.618 2.836 -1.181
C -1.928 3.063 0.121
C -2.799 2.069 0.522
C -3.228 1.868 1.901
O -3.508 2.762 2.667
C -3.227 0.411 2.380
H -2.933 0.398 3.434
H -4.226 -0.011 2.257
O -2.359 -0.408 1.602
C -1.082 -0.028 1.564
O -0.593 0.806 2.280
C -0.310 -0.764 0.471
N 1.031 -0.245 0.407
C 1.415 0.679 -0.495
O 0.689 1.074 -1.395
C 2.803 1.204 -0.335
C 3.032 2.492 -0.808
C 4.277 3.083 -0.730
C 5.325 2.368 -0.179
C 5.129 1.077 0.279
C 3.875 0.477 0.214
O 3.614 -0.786 0.663
C 4.677 -1.683 0.929
C 5.380 -2.153 -0.339
H 5.852 -1.320 -0.853
H 4.658 -2.608 -1.014
H 6.138 -2.889 -0.086
H 4.189 -2.531 1.419
H 5.391 -1.247 1.637
H 5.969 0.545 0.698
H 6.308 2.809 -0.107
H 4.431 4.086 -1.096
H 2.196 3.017 -1.246
H 1.625 -0.423 1.200
H -0.798 -0.519 -0.481
C -0.334 -2.289 0.683
C 0.298 -2.987 -0.517
H -0.240 -2.743 -1.430
H 0.281 -4.066 -0.381
H 1.331 -2.667 -0.633
C 0.376 -2.684 1.977
H -0.012 -2.116 2.820
H 0.222 -3.742 2.177
H 1.446 -2.507 1.900
H -1.387 -2.576 0.758
C -1.313 4.166 0.898
H -1.732 4.179 1.899
H -0.234 4.025 0.965
H -1.509 5.127 0.421
H -0.931 3.350 -1.709
C -2.052 1.296 -3.055
H -1.016 0.982 -3.181
H -2.706 0.465 -3.294
H -2.247 2.121 -3.740
H -4.669 -3.925 -0.884
H -2.987 -3.380 -0.986
H -4.062 -2.713 0.254

Computed properties:
- charge = 0
- energy above the lowest of the compared OMol25 structures with the same formula, charge and spin (kJ/mol) = 11.18
- electronic energy (eV) = -43759.0459
- SMILES = CCOC(=O)c1c(C)[nH]c(C)c1C(=O)COC(=O)[C@@H](NC(=O)c1ccccc1OCC)C(C)C
- HOMO-LUMO gap (eV) = 8.67

***

Record 5
The following is a quantum chemistry calculation of a gas-phase ion, C25H32N3O (charge +1) at a distorted geometry, from OMol25.

CARTESIAN COORDINATES (ANGSTROEM)
C 5.327 -0.232 2.086
N 3.914 -0.477 2.037
C 2.966 0.469 1.800
C 1.705 -0.097 1.711
C 0.520 0.785 1.265
C -0.802 0.005 1.512
C -1.078 -1.179 0.831
C -2.255 -1.920 1.032
C -3.141 -1.583 2.057
C -4.401 -2.421 2.242
C -2.847 -0.446 2.837
C -1.682 0.305 2.580
C 1.880 -1.516 2.047
C 1.121 -2.645 2.446
C 1.726 -3.874 2.747
C 3.128 -4.047 2.697
C 3.924 -2.927 2.426
C 3.302 -1.716 2.184
H 5.868 -1.180 2.147
H 5.651 0.331 1.200
H 5.560 0.362 2.973
H 3.238 1.506 1.826
H 0.495 1.710 1.898
H -0.328 -1.615 0.159
H -2.477 -2.777 0.390
H -5.066 -2.028 3.015
H -4.969 -2.502 1.305
H -4.152 -3.448 2.526
H -3.557 -0.170 3.624
H -1.468 1.132 3.284
H 0.022 -2.603 2.525
H 1.135 -4.768 2.978
H 3.599 -5.017 2.910
H 5.010 -2.986 2.419
C -3.215 0.371 -6.123
C -2.367 1.166 -5.148
C -2.443 0.609 -3.727
N -1.814 1.463 -2.727
C -0.913 1.051 -1.822
C -0.454 2.067 -0.782
C -0.001 3.358 -1.454
C 1.370 3.738 -0.970
C 1.949 2.476 -0.345
N 0.785 1.486 -0.122
O -0.392 -0.083 -1.867
H -3.089 0.756 -7.138
H -2.940 -0.691 -6.139
H -4.283 0.436 -5.879
H -1.325 1.136 -5.460
H -2.679 2.210 -5.159
H -3.497 0.506 -3.432
H -1.952 -0.363 -3.652
H -2.128 2.414 -2.646
H -1.266 2.238 -0.057
H 0.001 3.241 -2.542
H -0.742 4.127 -1.239
H 2.006 4.077 -1.814
H 1.317 4.565 -0.243
H 2.535 1.929 -1.079
H 2.623 2.671 0.490
H 1.045 0.617 -0.637

Computed properties:
- charge = +1
- energy above the lowest of the compared OMol25 structures with the same formula, charge and spin (kJ/mol) = 6.74
- electronic energy (eV) = -32956.2326
- SMILES = CCCNC(=O)[C@@H]1CCC[N@H+]1[C@@H](c1ccc(C)cc1)c1cn(C)c2ccccc12
- HOMO-LUMO gap (eV) = 8.20

***

Record 6
The following is a quantum chemistry calculation of a single C25H32N4O3 molecule, from OMol25.

CARTESIAN COORDINATES (ANGSTROEM)
O -2.659 -4.010 -0.304
C -2.447 -2.881 -0.697
N -3.490 -2.088 -1.151
C -3.434 -0.784 -1.582
O -4.426 -0.199 -1.946
N -2.176 -0.215 -1.582
C -1.018 -0.876 -1.226
C -1.154 -2.233 -0.749
C -0.049 -2.934 -0.290
N 1.169 -2.454 -0.318
C 2.347 -3.029 0.275
C 2.640 -2.362 1.626
C 2.977 -0.886 1.428
N 4.130 -0.748 0.558
C 3.880 -1.316 -0.754
C 3.552 -2.804 -0.641
H 3.351 -3.209 -1.633
H 4.410 -3.328 -0.218
H 3.066 -0.792 -1.284
H 4.791 -1.199 -1.348
C 4.630 0.623 0.495
C 3.649 1.606 -0.100
C 2.716 2.251 0.704
C 1.758 3.081 0.149
C 1.719 3.278 -1.221
C 2.652 2.654 -2.029
C 3.611 1.826 -1.472
H 4.342 1.348 -2.110
H 2.634 2.810 -3.098
H 0.967 3.920 -1.655
H 1.039 3.573 0.787
H 2.743 2.107 1.775
H 5.548 0.604 -0.098
H 4.886 0.919 1.516
H 2.094 -0.353 1.036
H 3.232 -0.446 2.396
H 1.776 -2.456 2.286
H 3.489 -2.866 2.087
H 2.169 -4.101 0.420
H -0.213 -3.931 0.107
O 0.064 -0.294 -1.312
H 1.230 -1.498 -0.692
C -2.069 1.189 -1.958
H -3.025 1.466 -2.402
H -1.266 1.286 -2.692
C -1.768 2.075 -0.739
C -2.723 1.795 0.387
C -3.940 2.320 0.459
C -4.846 1.896 1.570
C -4.786 0.367 1.654
C -3.362 -0.117 1.945
C -2.278 0.886 1.499
H -2.023 1.520 2.355
H -1.369 0.349 1.219
H -3.245 -0.292 3.017
H -3.200 -1.075 1.448
H -5.469 0.001 2.422
H -5.123 -0.026 0.692
H -5.869 2.225 1.387
H -4.513 2.325 2.521
H -4.314 2.996 -0.294
H -1.855 3.114 -1.060
H -0.741 1.895 -0.419
H -4.413 -2.507 -1.148

Computed properties:
- charge = 0
- energy above the lowest of the compared OMol25 structures with the same formula, charge and spin (kJ/mol) = 66.25
- electronic energy (eV) = -38549.7346
- SMILES = O=C1NC(=O)N(CCC2=CCCCC2)C(=O)/C1=C\NC1CCN(Cc2ccccc2)CC1
- HOMO-LUMO gap (eV) = 9.15

***

Q: What is the formula in the third record?
A: C25H32FNO3SiSn

***

Q: Among the records above, which one has the highest electronic energy?
A: C25H32N3O

***

Q: The highest charge belongs to which entry?
A: C25H32F5Ge2N4STi